# 1
10
Properties=species:S:1:pos:R:3:lowdin_charge:R:1 method="wB97M-V/def2-TZVPD" charge=0 e_tot_ha=-301.3364 relative_energy_kcal_mol=94.6 homo_lumo_gap_ev=8.661 mol_weight_g_mol=84.08 homo_energy_ev=-8.4
C -0.40 -0.13 -0.02 -0.43
H 0.52 1.82 -0.13 0.09
N -1.83 -0.22 -0.07 0.12
O 1.87 -1.21 0.19 -0.02
H 2.80 0.58 0.08 0.11
N -0.73 -1.36 0.09 0.22
H -2.33 -0.26 -0.95 0.14
C 1.86 0.01 0.09 -0.32
H -2.39 0.01 0.75 0.14
C 0.63 0.75 -0.03 -0.05

---

# 2
79
Properties=species:S:1:pos:R:3:lowdin_spin:R:1 method="wB97M-V/def2-TZVPD" charge=-2 e_tot_ha=-4372.7908 s2=0.76 spin_multiplicity=2 relative_energy_kcal_mol=41.6 homo_lumo_gap_ev="4.653 / 4.644" mol_weight_g_mol=884.15 homo_energy_ev="-0.7 / -0.7"
H -0.05 -0.44 2.36 0.00
H -1.93 -1.86 3.61 0.00
C 3.96 -4.73 -2.68 0.00
H -0.63 -7.10 3.49 0.00
C 3.01 0.74 1.76 0.00
N 0.51 2.04 -0.08 0.00
C 1.90 0.07 2.58 0.00
C -4.83 -5.05 2.84 0.00
H 4.66 -4.70 -3.50 0.00
H -0.19 -6.03 2.14 0.00
N 1.19 -2.18 0.42 -0.01
S -0.47 0.12 -2.36 0.00
H 3.50 2.63 0.17 0.00
H 4.10 -6.86 -2.45 0.00
H -0.38 2.34 -0.52 0.00
H 1.45 -4.81 0.22 0.00
N 0.58 0.29 2.03 0.00
O 2.13 -1.24 -1.42 0.01
C -5.47 -7.10 4.18 0.00
C -4.46 -2.99 1.52 0.00
H -5.30 -7.15 5.26 0.00
C -0.09 -2.87 3.20 0.00
H 0.95 -1.78 6.78 0.00
C 3.38 -3.56 -2.22 0.00
H -0.17 -5.42 3.80 0.00
H 1.48 2.96 1.55 0.00
H -0.18 3.49 1.28 0.00
H -5.40 -8.12 3.79 0.00
Te -0.84 -3.37 1.27 0.00
H 2.06 -1.01 2.56 0.00
H 3.57 1.69 -1.31 0.00
C 1.19 -3.20 3.69 0.00
H 3.96 0.27 2.02 0.00
C 1.61 2.49 -0.92 0.01
Ti 0.57 -0.25 -0.25 0.95
Sb -2.59 0.70 -1.23 0.01
C -0.96 -2.14 4.01 0.00
C -4.45 -6.20 3.52 0.00
H 2.51 -3.05 5.36 0.00
H -5.55 -2.97 1.58 0.00
H -4.17 -2.98 0.47 0.00
H 2.19 -3.57 1.85 0.00
S -4.22 0.52 -2.82 0.02
C 1.89 -2.29 -0.67 0.01
H -5.89 -4.80 2.78 0.00
S -1.87 -1.13 0.41 -0.01
H 3.59 -2.61 -2.69 0.00
H 0.03 1.93 3.27 0.00
C -2.15 -5.67 2.97 0.00
C 2.16 -4.79 -0.59 0.00
C -3.91 -4.20 2.23 0.00
C 2.48 -3.56 -1.16 0.00
H -4.06 -2.07 1.94 0.00
N 2.74 0.67 0.32 0.00
H 2.46 -6.91 -0.59 0.00
H -6.48 -6.74 4.00 0.00
C 2.18 -3.97 2.87 0.00
C -3.10 -6.49 3.57 0.00
C 0.48 2.62 1.26 0.00
C -0.60 -1.75 5.29 0.00
H -1.29 -1.17 5.89 0.00
C -0.70 -6.08 3.11 0.00
C 2.95 1.90 -0.44 0.00
H -1.12 1.45 2.00 0.00
C -0.06 1.59 2.23 0.00
C 1.52 -2.80 4.98 0.00
H 3.20 -0.12 -0.12 0.00
H 3.10 1.79 2.05 0.00
C 2.74 -5.96 -1.04 0.00
H 1.68 3.59 -0.95 0.00
C 3.65 -5.95 -2.09 0.00
C -2.53 -4.49 2.30 0.00
H 1.98 0.41 3.62 0.00
S -2.37 2.97 -0.61 0.00
H 1.91 -5.03 2.82 0.00
H -2.77 -7.39 4.09 0.00
C 0.65 -2.08 5.78 0.00
H 1.39 2.14 -1.92 0.00
H 3.18 -3.89 3.30 0.00

---

# 3
14
Properties=species:S:1:pos:R:3:lowdin_charge:R:1 method="wB97M-V/def2-TZVPD" charge=-1 e_tot_ha=-756.5169 relative_energy_kcal_mol=36.2 homo_lumo_gap_ev=7.743 mol_weight_g_mol=137.06 homo_energy_ev=-3.9
H 0.64 -0.12 2.23 0.07
H 0.75 -1.83 -2.09 0.08
H -0.91 -1.14 -2.10 0.05
H 1.96 -1.08 -0.02 0.10
O -2.20 1.48 1.70 -0.37
N 0.33 1.79 0.52 -0.19
C 0.12 -0.93 -1.86 -0.03
C 0.04 -0.72 -0.36 -0.67
N 0.98 -0.90 0.41 0.08
O -0.26 0.23 2.53 -0.21
H 0.16 2.65 0.16 -0.12
P -0.84 1.00 1.31 0.29
O -1.12 -0.32 0.12 -0.15
H 0.34 -0.11 -2.55 0.08